Here is a molecular structure, C40H38AsN11OPd from the OMol25 dataset. Energies are from wB97M-V/def2-TZVPD.

Each line ends with the Mulliken charge.
Cartesian coordinates (Å):
Pd 1.18 0.69 0.43  0.640
C 0.00 -4.55 2.57  -1.215
N 0.43 -3.16 2.34  0.886
C 0.82 -2.56 1.22  -0.560
N 1.03 -1.27 1.45  0.314
C 0.70 -1.15 2.77  -0.822
N 0.34 -2.27 3.34  -0.899
C -1.50 -4.67 2.60  0.964
C -2.16 -5.06 3.76  -0.731
C -3.55 -5.16 3.77  -0.737
C -4.29 -4.84 2.64  -0.952
C -3.63 -4.44 1.49  -0.101
C -2.24 -4.38 1.47  0.007
C -4.36 -4.06 0.28  0.675
N -5.61 -4.02 0.01  -0.453
N -5.73 -3.53 -1.29  -0.509
C -4.53 -3.32 -1.70  0.627
O -3.60 -3.63 -0.76  -0.216
C -4.00 -2.78 -2.95  -0.192
C -4.80 -2.43 -4.04  -0.927
C -4.20 -1.93 -5.18  -0.671
C -2.82 -1.77 -5.27  -0.853
C -2.03 -2.13 -4.19  0.894
C -0.52 -2.01 -4.18  -1.295
N -0.06 -1.00 -3.21  1.246
C 0.00 -1.06 -1.89  -0.438
N 0.44 0.10 -1.42  0.347
C 0.65 0.84 -2.55  -0.956
N 0.35 0.20 -3.64  -0.929
C -2.62 -2.64 -3.05  0.356
H 0.42 -4.84 3.54  0.454
H 0.46 -5.17 1.80  0.317
H 1.01 -3.10 0.30  0.547
H 0.71 -0.22 3.32  0.558
H -1.60 -5.30 4.65  0.406
H -4.06 -5.47 4.68  0.422
H -5.37 -4.90 2.65  0.554
H -1.73 -4.09 0.55  0.485
H -5.87 -2.54 -3.97  0.557
H -4.82 -1.66 -6.03  0.422
H -2.38 -1.38 -6.17  0.449
H -0.11 -1.70 -5.14  0.466
H -0.06 -2.96 -3.91  0.294
H -0.27 -1.93 -1.31  0.349
H 1.05 1.84 -2.55  0.632
H -2.01 -2.96 -2.22  0.429
C 1.71 4.36 0.48  -1.513
As 0.43 2.94 0.25  1.286
C -0.62 3.53 -1.25  -1.326
C -0.77 3.06 1.80  -1.215
C -1.55 4.35 1.82  0.261
C -1.00 5.49 2.40  -0.247
C -1.71 6.69 2.38  -0.730
C -2.96 6.75 1.79  -0.500
C -3.51 5.60 1.22  -0.633
C -2.81 4.41 1.23  -0.281
H 1.15 5.30 0.57  0.521
H 2.35 4.42 -0.39  0.462
H 2.30 4.21 1.37  0.422
H -1.14 4.44 -0.94  0.460
H -1.35 2.78 -1.54  0.414
H 0.03 3.77 -2.09  0.534
H -0.12 2.97 2.68  0.442
H -1.42 2.19 1.77  0.587
H -0.04 5.45 2.88  0.444
H -1.29 7.57 2.84  0.411
H -3.52 7.67 1.78  0.414
H -4.50 5.64 0.77  0.423
H -3.25 3.52 0.80  0.394
C 4.11 1.35 3.62  -1.292
C 2.84 1.28 3.08  -0.282
N 2.62 1.40 1.76  0.254
C 3.68 1.64 0.97  -0.010
C 5.00 1.62 1.41  0.040
C 5.20 1.49 2.78  -0.304
C 6.11 1.74 0.44  -1.131
C 6.18 1.22 -0.78  -0.626
C 5.22 0.34 -1.49  0.982
C 5.17 0.35 -2.88  -0.752
C 4.21 -0.44 -3.49  -0.248
N 3.39 -1.23 -2.79  -0.374
C 3.58 -1.22 -1.47  -0.408
N 4.43 -0.48 -0.79  -0.318
H 4.23 1.27 4.69  0.441
H 1.98 1.15 3.72  0.660
H 3.48 1.82 -0.08  0.715
H 6.20 1.50 3.19  0.547
H 6.95 2.34 0.78  0.457
H 7.05 1.48 -1.37  0.400
H 5.84 0.97 -3.46  0.458
H 4.10 -0.45 -4.56  0.433
H 2.96 -1.89 -0.89  0.492

Output
Total energy in hartree: -4587.80477
ΔE to the lowest compared entry with this formula, charge and spin in kcal per mole: 10.9
Maximum force in eV/A: 0.39
Net charge: +2
E_HOMO in eV: -12.747